A molecular structure, C36H30N2O2. Source: the OMol25 dataset; level of theory: ωB97M-V/def2-TZVPD.

Each line ends with the Mulliken charge.
Geometry (Å):
C: -3.0735 3.2714 1.2500  0.704
C: -5.3725 5.3255 -5.4705  -0.313
C: -2.9807 1.6039 -0.5945  0.991
H: -3.8849 2.2690 -5.5977  0.377
C: -3.7332 5.7268 2.5180  -0.554
H: -1.3183 3.3276 2.5230  0.288
C: -3.7217 -2.1222 -3.8171  -0.246
H: -1.8586 1.3864 1.5858  -1.021
C: -4.1589 -3.4182 -4.0948  -0.612
H: 5.6321 -0.3206 4.2448  0.239
C: -3.0275 0.2395 -1.0115  -1.323
C: -2.5510 5.0528 2.8464  -0.816
C: 2.6117 0.0056 3.0432  0.833
H: -4.9431 3.5699 0.1602  0.579
C: -2.4125 0.4529 2.0990  0.535
C: -5.4618 5.4651 -4.0790  -0.733
H: -3.9902 6.6709 3.0006  0.368
C: -0.1315 -0.3250 2.6836  0.685
C: 0.4608 0.9151 2.4105  0.223
C: 4.6350 -0.7405 4.1324  -0.774
C: -4.7392 -3.7109 -1.7610  -0.647
N: -1.5364 -0.4362 2.6528  0.470
H: -2.6789 -0.5161 -0.3125  0.840
C: -4.2917 3.1806 -5.1687  -0.274
C: -3.2912 2.5828 -1.6136  -1.033
C: -3.5282 -0.1634 -2.2281  0.051
C: -2.2327 3.8482 2.2369  -0.190
N: -3.5897 0.2432 2.6436  0.284
C: -4.9283 4.4824 -3.2381  -0.234
H: 0.2098 -2.4103 3.1760  0.343
H: -4.6323 2.0467 2.9739  0.280
O: -4.3104 0.5030 -4.3716  -0.773
H: -1.8224 -2.1713 3.9427  0.396
C: -3.8326 -1.5720 -2.5230  0.266
H: -5.5804 0.5404 3.1028  0.350
C: -2.7667 1.9629 0.7524  -0.089
H: -4.4004 -1.3398 3.9350  0.454
C: -4.3472 3.3043 -3.7647  0.190
C: -3.8982 0.8436 -3.2512  0.622
C: 0.6540 -1.4290 3.0259  -1.110
H: -3.0918 3.6365 -1.4004  1.083
C: -4.7847 4.1760 -6.0112  -0.675
H: 4.6742 -1.6558 3.5302  0.315
H: -4.6924 4.0551 -7.0900  0.363
H: -3.3321 -1.5049 -4.6212  0.378
H: -5.1127 1.1671 1.4887  0.284
H: 2.2910 2.0508 2.3804  0.414
C: -4.7992 1.0486 2.5405  -0.797
H: -5.1433 -4.3197 -0.9489  0.361
H: -4.9755 4.6002 -2.1515  0.315
C: 1.8271 1.0817 2.5577  -1.062
H: -0.1305 1.7841 2.1366  0.086
H: -5.0343 -5.2294 -3.2843  0.358
C: -2.2783 -1.3655 3.3898  -0.168
H: 2.6518 -2.1405 3.4127  0.266
H: 4.2139 -0.9465 5.1247  0.338
H: -1.8817 5.4698 3.6015  0.410
H: -5.5260 5.6765 1.3013  0.398
C: -3.5500 -0.9478 3.4038  -0.961
O: 3.8784 0.2847 3.4438  -0.424
H: -5.9458 6.3368 -3.6365  0.376
C: 2.0315 -1.2825 3.1698  -0.429
C: -3.8144 2.2699 -2.8469  0.160
C: -4.2566 3.9924 0.9007  -0.328
H: -4.3637 -2.0096 -0.4749  0.423
C: -4.3024 -2.4106 -1.4893  -0.523
C: -4.5846 5.1781 1.5491  -0.957
H: -4.0807 -3.8000 -5.1151  0.358
C: -4.6796 -4.2182 -3.0659  -0.350
H: -5.7589 6.1075 -6.1238  0.362

As for the spin multiplicity: 1. Its charge is 0. The calculation puts the HOMO-LUMO gap at 0.1808 Ha. The value obtained for the LUMO energy is -0.7080 eV. The highest occupied orbital energy is -5.629 eV. The total energy is -44886.5338 eV.

***

A molecular structure, C2H3N2O2. Source: the OMol25 dataset; level of theory: ωB97M-V/def2-TZVPD.

Each line ends with the Mulliken charge.
Geometry (Å):
O: 1.4686 -0.5610 2.1701  -0.869
H: -1.5823 -0.2326 -0.9230  0.285
H: 0.3726 1.9241 0.2541  0.239
O: 0.3038 -2.2773 0.4310  -0.512
C: -0.7203 0.3472 -0.8361  -0.094
H: -0.5513 0.7984 -1.9720  0.118
N: 0.4656 -0.0102 -0.1449  -0.059
N: -0.2673 1.1339 0.3048  -0.479
C: 0.5104 -1.1225 0.7160  0.371

As for the spin multiplicity: 1. Its charge is -1. The calculation puts the energy relative to the best compared isomer or geometry (same formula, charge and spin) at 4.5205 eV. The calculation puts the HOMO-LUMO gap at 0.2502 Ha. The value obtained for the LUMO energy is 3.9625 eV. The highest occupied orbital energy is -2.847 eV. The total energy is -9193.1834 eV.